DFT (wB97M-V/def2-TZVPD) results for C20H64AgN18O13 as an isolated structure in a non-equilibrium geometry.

The calculation puts the highest occupied orbital energy at -6.851 eV. For the energy relative to the best compared isomer or geometry (same formula, charge and spin), the calculation gives 5.352 eV. Its net charge is -1. As for the largest force on an atom: 0.17433 hartree/bohr. Its total energy is -79219.1435 eV.

Element x y z (Å)
O 2.049 -1.530 2.895
O -6.677 -2.213 2.669
O -2.425 -2.145 5.401
N -3.433 2.226 0.980
N -1.181 0.961 -4.343
H -2.031 2.789 -0.839
H -5.275 -4.010 1.761
N -2.546 -0.467 3.961
H -0.037 -5.635 1.120
N 0.913 -5.751 1.442
O -4.218 4.250 0.693
C 1.360 -2.840 -2.995
N -5.065 -0.977 1.721
N 1.363 -1.584 -3.372
H 0.774 -0.015 3.816
N 1.446 3.270 1.590
C 0.578 5.342 -2.486
H 0.853 5.127 -5.373
Ag -3.199 0.309 -1.550
H 1.422 -2.932 2.170
C -0.413 0.610 -0.121
H -4.142 -0.986 1.312
C 4.480 1.938 -0.386
H -2.800 0.177 4.696
O 1.372 5.375 -1.283
H 2.839 0.986 -0.634
H -3.570 -4.437 -1.240
C 1.561 -4.778 1.905
H 3.518 1.476 -2.176
H 3.266 2.647 4.016
C -0.889 -0.858 0.376
O 0.843 3.026 3.663
H -5.491 -0.098 1.978
C 1.691 2.995 2.804
H 2.655 -2.944 0.240
O 4.471 1.919 0.829
H -2.598 1.659 0.944
H -2.539 -0.315 2.962
N 0.469 -2.994 -2.095
O -2.303 -1.161 0.513
C -2.213 1.594 -4.603
H 2.361 4.794 -3.488
H -1.972 -3.189 0.203
H -3.574 -6.823 -0.958
H -1.720 2.426 -2.789
H 3.797 -0.369 3.250
H -0.498 -1.584 -0.337
H 1.114 3.299 -5.305
C 2.851 -1.883 0.083
C 3.126 -0.666 2.444
O -2.008 -4.147 0.254
H 1.337 3.166 -1.883
C -5.613 -2.098 2.034
C 0.794 4.207 -4.793
H -2.717 -6.424 0.513
C -2.580 -4.775 -0.932
C 0.819 5.964 -0.146
C -2.311 -1.715 4.260
C 1.383 4.332 -3.351
C 1.225 -1.003 3.911
N 2.982 2.753 3.052
H 6.063 3.134 -0.809
H 1.403 -6.634 1.442
H 3.349 -1.791 -0.882
H 1.944 -1.299 -0.073
H 0.936 -0.812 -2.880
H 0.406 6.311 -2.955
O 1.947 -3.792 -3.465
H -0.246 3.885 -4.732
C -2.700 -6.301 -0.570
N -2.330 2.449 -3.594
N -4.948 -3.102 1.462
H -2.165 -2.044 2.324
H 0.443 -1.750 4.046
H 0.011 -3.757 1.387
N 1.408 2.976 -2.873
H -0.367 -1.209 1.266
H -0.020 5.420 0.287
O -2.868 1.545 -5.617
H 1.973 -1.389 -4.153
H 4.426 -0.446 0.782
H 0.469 6.994 -0.216
N 4.738 -2.286 1.553
H 1.677 -0.812 4.885
H -0.008 -3.875 -1.963
H -4.038 -2.868 1.092
H 0.675 0.551 -0.135
N 3.527 1.499 -1.166
H -1.997 -3.479 3.312
H 0.193 -2.201 -1.534
H -0.649 1.340 0.653
N 0.855 -3.736 1.942
N -2.778 3.448 -0.674
H -3.971 2.293 1.832
H 5.014 2.523 -2.104
O 2.716 -4.804 2.235
H -1.847 -4.675 -1.732
H 2.153 3.424 0.885
H 0.475 2.597 -2.942
C 3.825 -1.278 1.150
N -2.188 -2.490 3.229
H 0.489 3.304 1.270
O -0.876 1.153 -1.334
H 4.230 -3.122 1.801
H -2.864 4.189 -1.355
H -0.394 4.916 -2.236
H -0.786 0.344 -5.039
N 5.290 2.570 -1.133
H 3.646 2.702 2.293
H 5.274 -2.575 0.747
H 1.625 6.028 0.584
C -3.507 3.353 0.348
H -1.844 -6.837 -0.981
H 2.616 0.274 2.232
H -0.815 1.073 -3.409
H -3.267 2.803 -3.465